ClH4NiO2 | ωB97M-V with the def2-TZVPD basis set

Its spin multiplicity is 3. As for the HOMO-LUMO gap (alpha / beta): 6.462 / 4.115 eV. Its molar mass is 130.18 u. The net charge is +1.

Structure (XYZ):
```
8
Properties=species:S:1:pos:R:3:mulliken_charge:R:1
Ni -0.40915 -3.03255 -0.05957 0.974
Cl -0.45531 -0.61330 0.16630 -0.087
O 2.75499 -0.69842 -1.18941 -0.592
H 1.79836 -0.61723 -1.20760 0.290
H 3.07574 0.18508 -0.97187 0.334
O -2.62258 1.64571 0.96671 -0.531
H -2.13697 2.16302 1.62165 0.340
H -2.00509 0.96768 0.67378 0.273
```

=====

C27H42Br4Cl7F3MgN3NaO5S2Si2 | ωB97M-V with the def2-TZVPD basis set

Its spin multiplicity is 1. As for the HOMO-LUMO gap: 0.731 eV. Its molar mass is 1281.03 u.

Structure (XYZ):
```
97
Properties=species:S:1:pos:R:3:mulliken_charge:R:1
N 1.78747 -1.37308 0.65515 -0.364
C 0.77062 -1.42753 -0.14202 0.369
C -0.18267 -0.17492 -0.18397 -1.177
C -0.82043 0.03670 1.24558 0.548
C -0.21659 0.99543 2.18775 -0.128
C -0.74482 1.24534 3.52689 -0.800
C -1.96604 0.51519 3.90364 -0.579
C -2.58581 -0.42156 2.97254 0.763
C -2.04670 -0.70711 1.61747 -0.501
N -2.67762 -1.65122 0.70742 0.148
C -4.11719 -1.40491 0.57979 0.432
C -4.74807 -1.31075 -0.73350 -0.997
C -6.20535 -1.07732 -0.84761 -0.692
C -7.08644 -0.91334 0.30780 -0.607
C -6.43766 -1.00440 1.63914 -0.479
C -5.00552 -1.23999 1.76400 0.551
S -4.13236 -1.32197 3.37478 -0.228
H 1.78128 -0.46829 1.14976 0.201
H 0.60215 -2.35063 -0.75383 0.266
H 0.38641 0.76666 -0.43329 0.364
H -0.98005 -0.26666 -0.97388 0.377
H 0.70641 1.58612 1.88671 0.050
H -0.30612 1.96444 4.25108 0.440
H -2.47285 0.64909 4.89093 0.383
H -2.25960 -1.61186 -0.22388 0.282
H -4.17247 -1.39860 -1.68533 0.417
H -6.69580 -0.98654 -1.85248 0.601
H -8.17838 -0.70721 0.24071 0.395
H -7.03439 -0.88039 2.58062 0.360
C -5.77931 -5.04318 -2.41736 -0.076
Cl -6.03420 -3.35158 -1.94978 -0.029
Cl -5.62195 -6.06491 -0.97285 -0.171
Cl -7.09131 -5.61463 -3.44529 0.023
H -4.85228 -5.10547 -2.97992 0.273
C -9.14673 -5.87868 -6.95526 -0.323
Br -7.55783 -4.77454 -6.83075 -0.072
Br -9.68532 -6.58130 -5.23099 -0.011
Br -10.59527 -4.94893 -7.82842 0.069
H -8.89267 -6.72963 -7.57907 0.391
Mg 3.48128 -3.02130 0.29549 0.462
Br -12.93355 -6.51467 -7.28321 -0.501
C 5.54568 6.88522 4.23188 -1.012
Si 4.75667 6.24968 2.64106 0.272
C 5.68424 4.68295 2.17092 -0.980
C 5.07074 7.55852 1.32809 -1.009
N 3.06923 5.96907 2.91818 -0.190
Si 2.02237 5.38100 1.67616 0.144
C 2.51429 3.67415 1.04997 -0.767
C 1.89842 6.55376 0.21295 -1.028
C 0.27567 5.20746 2.37655 -0.851
H 6.61264 7.06693 4.07712 0.289
H 5.08257 7.82303 4.54681 0.274
H 5.43876 6.15417 5.03654 0.264
H 6.76216 4.86196 2.21093 0.352
H 5.44710 4.35761 1.15697 0.313
H 5.45246 3.86965 2.86208 0.272
H 4.47870 8.45514 1.52135 0.282
H 4.83825 7.19454 0.32598 0.331
H 6.12712 7.84430 1.33176 0.354
H 3.41716 3.70885 0.43966 0.410
H 1.71563 3.25855 0.42497 0.060
H 2.68118 2.98674 1.88384 0.313
H 1.69714 7.57346 0.54793 0.285
H 1.07960 6.24735 -0.44498 0.349
H 2.81082 6.55597 -0.38451 0.331
H -0.10000 6.17203 2.72212 0.302
H 0.26090 4.50197 3.21034 0.103
H -0.40050 4.83516 1.60054 0.276
C 8.51674 -0.54902 -2.37858 0.510
F 8.23903 0.44814 -3.24518 -0.219
F 9.20420 -1.47705 -3.07633 -0.218
F 9.37889 -0.03769 -1.47607 -0.214
S 6.99266 -1.24331 -1.58750 1.081
O 6.18772 -1.74293 -2.69348 -0.634
O 6.38497 -0.12087 -0.88914 -0.637
O 7.47095 -2.28955 -0.69893 -0.654
C -1.69379 -4.91688 3.61515 0.490
Cl -0.34102 -4.05146 4.34662 -0.079
Cl -2.74581 -3.75283 2.76450 -0.181
Cl -1.06791 -6.12846 2.45590 -0.221
Cl -2.62590 -5.73653 4.87452 -0.082
O -1.31178 -4.55718 8.16654 -0.587
H -1.76099 -4.80738 7.35147 0.286
H -1.03385 -3.64677 8.01315 0.310
C 2.15319 -1.15474 -4.89014 -1.361
C 1.64744 -2.39777 -4.17815 0.529
C 1.32368 -3.50574 -5.16692 -1.385
O 0.47690 -2.07012 -3.41768 -0.395
H 1.39317 -0.76169 -5.57326 0.380
H 2.37313 -0.36315 -4.17081 0.313
H 3.05818 -1.36805 -5.46087 0.391
H 2.39918 -2.74732 -3.47081 0.208
H 0.53707 -3.19139 -5.86000 0.361
H 0.95086 -4.39025 -4.64434 0.316
H 2.20516 -3.78769 -5.74497 0.388
H -0.20061 -1.75859 -4.03051 0.285
Na -2.60273 -4.95476 0.91605 0.851
```

=====

C8H11NO2 | ωB97M-V with the def2-TZVPD basis set

Its spin multiplicity is 3. As for the HOMO-LUMO gap (alpha / beta): 3.686 / 4.459 eV. Its molar mass is 153.18 u.

Structure (XYZ):
```
22
Properties=species:S:1:pos:R:3:mulliken_charge:R:1
C -1.49105 -0.52122 1.15625 -0.511
C -1.68623 -0.42244 -0.15457 0.513
C 1.03222 2.23444 -1.13500 -1.186
C 1.17326 1.45658 -0.07843 -0.528
C 1.51437 -1.00227 -0.28188 0.139
C -0.08086 -0.12513 1.48609 -0.720
C 0.50307 0.11736 0.06706 1.224
C -2.89539 -0.69164 -0.97561 -1.274
N 2.64219 -0.97727 0.46921 -0.315
O 1.30467 -1.84396 -1.11647 -0.583
O -0.58717 0.00492 -0.84372 -0.351
H -2.20529 -0.82459 1.89419 0.447
H 1.52386 3.18924 -1.20712 0.298
H 0.40777 1.93598 -1.95860 0.311
H 1.79379 1.75358 0.75775 0.286
H -0.04693 0.78572 2.09298 0.418
H 0.45832 -0.91172 2.01934 0.383
H -3.19716 0.21381 -1.50010 0.309
H -3.70946 -1.03529 -0.34480 0.366
H -2.66400 -1.44969 -1.72207 0.320
H 2.85162 -0.23027 1.10540 0.195
H 3.35842 -1.65612 0.27008 0.258
```

=====

C29H29BF9 | ωB97M-V with the def2-TZVPD basis set

Its spin multiplicity is 1. As for the HOMO-LUMO gap: 6.468 eV. Its molar mass is 559.35 u. The net charge is -1.

Structure (XYZ):
```
68
Properties=species:S:1:pos:R:3:mulliken_charge:R:1
B 1.13353 -5.31870 -0.62000 0.588
C 0.72152 -3.71562 -0.53633 -0.459
C -0.54670 -3.31590 -1.54161 -0.265
C -1.90653 -3.03210 -0.67122 -0.236
C -2.78295 -4.36474 -0.29271 0.793
F -4.13707 -3.85721 0.14474 -0.341
F -2.24360 -5.10924 0.89758 -0.288
C -3.04335 -5.40415 -1.53296 0.509
F -3.60078 -4.75608 -2.76015 -0.261
F -4.09825 -6.37560 -1.05727 -0.291
F -1.86679 -6.25051 -1.88998 -0.179
H 2.30101 -5.44669 -0.55699 -0.404
H 0.71788 -5.72727 -1.66474 -0.257
H 0.57893 -5.84475 0.30359 -0.282
H 0.50515 -3.37766 0.58693 -0.007
H 1.68845 -3.10238 -0.85586 -0.004
H -0.67308 -4.05392 -2.44076 0.286
H -0.23348 -2.26910 -2.02259 0.229
H -2.54751 -2.16024 -1.17334 0.238
H -1.54322 -2.56974 0.36791 -0.216
F 0.86025 -0.51737 0.02172 -0.242
C 0.06781 0.45344 0.49521 0.350
C -0.85201 0.15885 1.49561 -0.308
C -1.67374 1.17050 1.99252 -0.401
C -1.57385 2.46439 1.47518 -0.784
C -0.65097 2.74897 0.46759 -0.276
C 0.17822 1.73971 -0.02115 -0.728
H -0.92117 -0.85377 1.87937 0.437
H -2.39072 0.95221 2.78007 0.400
H -2.21807 3.25213 1.85992 0.444
H -0.57789 3.75583 0.06363 0.705
H 0.90729 1.94538 -0.79787 0.438
F 3.57501 -4.27571 0.84209 -0.251
C 4.85899 -4.60329 1.03883 0.156
C 5.76132 -3.62401 1.43943 -0.493
C 7.09726 -3.96572 1.64937 -0.361
C 7.51854 -5.28206 1.44556 -0.476
C 6.60625 -6.25675 1.03856 -0.295
C 5.26832 -5.91708 0.83956 -0.307
H 5.41758 -2.60509 1.58469 0.406
H 7.80901 -3.20911 1.97015 0.332
H 8.56153 -5.54719 1.60510 0.333
H 6.93729 -7.27973 0.87659 0.340
H 4.54403 -6.66398 0.53187 0.467
F -4.23975 1.80763 -0.97033 -0.314
C -5.03219 2.77844 -0.49683 0.237
C -5.95201 2.48385 0.50357 -0.338
C -6.77374 3.49550 1.00047 -0.373
C -6.67385 4.78939 0.48314 -0.419
C -5.75097 5.07397 -0.52445 -0.372
C -4.92178 4.06471 -1.01320 -0.355
H -6.02117 1.47123 0.88733 0.437
H -7.49072 3.27721 1.78802 0.362
H -7.31807 5.57713 0.86787 0.350
H -5.67789 6.08083 -0.92842 0.354
H -4.19271 4.27038 -1.78992 0.433
F -0.11313 5.53176 -0.63217 -0.246
C 1.03916 6.21227 -0.69342 0.322
C 2.02133 5.98225 0.26372 -0.280
C 3.22329 6.68685 0.19734 -0.370
C 3.42547 7.62251 -0.82022 -0.474
C 2.43156 7.84994 -1.77329 -0.395
C 1.23433 7.13716 -1.71312 -0.505
H 1.84321 5.25772 1.05161 0.469
H 4.00056 6.50867 0.93630 0.352
H 4.36135 8.17508 -0.86899 0.344
H 2.58956 8.58164 -2.56193 0.347
H 0.45467 7.29494 -2.45093 0.393
```